<a>
ORCA calculation (ωB97M-V/def2-TZVPD) on a single C4H3NO molecule.

Geometry as XYZ:
```
9
Properties=species:S:1:pos:R:3
O 1.040 0.562 -1.802
C 0.484 0.333 0.482
C -0.805 -0.061 0.872
C -1.927 -0.367 1.204
C 1.161 -0.178 -0.661
N 1.832 -1.144 -0.280
H 0.226 0.267 -2.228
H 0.892 1.257 0.895
H -2.902 -0.670 1.519
```

Properties
E_HOMO (spin up / spin down)   -9.8 / -9.0 eV
Charge   0
Gap between HOMO and LUMO (spin up / spin down)   8.72 / 8.33 eV
2S+1   1


<b>
ORCA calculation (ωB97M-V/def2-TZVPD) on a single C4H3NO molecule.

Geometry as XYZ:
```
9
Properties=species:S:1:pos:R:3
C 2.159 0.235 -0.201
C 0.964 0.069 -0.182
C -0.511 -0.076 -0.213
O -1.166 1.094 -0.625
C -1.116 -0.845 0.899
N -1.672 -1.737 1.383
H 3.228 0.352 -0.207
H -0.891 -0.935 -0.822
H -0.995 1.843 -0.032
```

Properties
E_HOMO   -10.9 eV
Charge   0
SMILES   C#C[C@H](O)C#N
Gap between HOMO and LUMO   11.34 eV
2S+1   1


<c>
ORCA calculation (ωB97M-V/def2-TZVPD) on a single C4H3NO molecule.

Geometry as XYZ:
```
9
Properties=species:S:1:pos:R:3
C 1.117 -0.338 -1.048
C 0.517 0.548 -0.268
C -1.082 0.303 0.097
O -1.944 0.217 -0.717
C -1.122 -0.037 1.458
N -1.084 -0.316 2.542
H 2.166 -0.544 -0.897
H 0.458 -1.128 -1.547
H 0.974 1.295 0.381
```

Properties
E_HOMO   -10.7 eV
Charge   0
SMILES   C=CC(=O)C#N
Gap between HOMO and LUMO   10.09 eV
2S+1   1


Of them, <a> has the lowest stability.


<a>
ORCA calculation (ωB97M-V/def2-TZVPD) on 2 unconnected molecules or ions with the total composition C4H3NO.

Geometry as XYZ:
```
9
Properties=species:S:1:pos:R:3
O 0.298 1.559 -0.815
C -0.614 0.760 -0.787
C -0.443 -0.674 -0.666
C -0.381 -1.877 -0.674
C 0.407 0.377 2.359
N 1.208 0.703 1.558
H 1.481 1.032 0.639
H -1.658 1.091 -0.882
H -0.323 -2.945 -0.691
```

Properties
E_HOMO   -11.3 eV
Charge   0
Gap between HOMO and LUMO   10.69 eV
2S+1   1


<b>
ORCA calculation (ωB97M-V/def2-TZVPD) on a single C4H3NO molecule.

Geometry as XYZ:
```
9
Properties=species:S:1:pos:R:3
C 0.070 0.306 0.146
C -1.048 0.938 0.113
C -1.165 -1.116 0.004
C 1.481 -0.023 -0.041
N -2.326 0.766 0.013
O -2.388 -0.619 -0.045
H 1.935 0.366 -0.931
H 2.025 0.458 0.735
H 1.416 -1.076 0.005
```

Properties
E_HOMO   -9.1 eV
Charge   0
Gap between HOMO and LUMO   7.69 eV
2S+1   1


Of them, <b> has the lowest stability.


<a>
ORCA calculation (ωB97M-V/def2-TZVPD) on 2 unconnected molecules or ions with the total composition C5H12O.

Geometry as XYZ:
```
18
Properties=species:S:1:pos:R:3
C -1.718 1.585 -2.077
C -0.733 2.222 -1.128
O -0.956 2.323 0.054
H -1.465 0.543 -2.257
H -2.680 1.705 -1.582
H -1.742 2.165 -2.999
H 0.093 2.858 -1.505
C 1.586 -0.957 1.831
C 0.842 -2.193 1.454
C 0.785 -2.520 -0.082
H 2.624 -0.929 1.504
H 1.079 -0.010 1.737
H 1.687 -0.969 2.923
H 1.375 -3.039 1.890
H -0.141 -2.267 1.908
H -0.258 -2.640 -0.349
H 1.331 -3.437 -0.251
H 1.108 -1.642 -0.637
```

Properties
E_HOMO   -9.9 eV
Charge   0
SMILES   CC=O.CCC
Gap between HOMO and LUMO   10.89 eV
2S+1   1


<b>
ORCA calculation (ωB97M-V/def2-TZVPD) on a single C5H12O molecule.

Geometry as XYZ:
```
18
Properties=species:S:1:pos:R:3
C 0.715 1.603 -1.964
C 0.116 0.355 -1.323
C -0.449 0.599 0.079
C -1.082 -0.665 0.690
O -0.720 -0.900 2.036
C 0.579 -1.413 2.173
H -0.030 2.404 -2.038
H 1.082 1.396 -2.976
H 1.556 1.986 -1.375
H 0.882 -0.432 -1.262
H -0.677 -0.045 -1.969
H 0.353 0.951 0.745
H -1.189 1.410 0.045
H -2.176 -0.598 0.689
H -0.803 -1.544 0.081
H 0.692 -1.720 3.218
H 1.349 -0.672 1.933
H 0.723 -2.287 1.527
```

Properties
E_HOMO   -9.7 eV
Charge   0
SMILES   CCCCOC
Gap between HOMO and LUMO   10.84 eV
2S+1   1


Of them, <a> has the lowest stability.


<a>
ORCA calculation (ωB97M-V/def2-TZVPD) on 9 unconnected molecules or ions with the total composition BH20O8.

Geometry as XYZ:
```
29
Properties=species:S:1:pos:R:3
B -0.064 0.700 0.106
H 0.967 1.222 0.386
H -0.897 1.537 0.208
H -0.111 0.359 -1.019
H -0.314 -0.197 0.846
O 0.609 3.357 -1.257
H 1.322 3.788 -0.781
H 0.326 2.643 -0.661
O 1.475 -3.055 0.271
H 1.651 -3.998 0.243
H 0.569 -2.981 0.607
O -1.730 -0.540 -2.662
H -1.046 -0.184 -2.068
H -1.225 -0.973 -3.355
O 2.773 -0.397 1.341
H 2.115 0.214 0.975
H 2.526 -1.253 0.970
O 1.637 -1.193 -1.863
H 0.981 -0.581 -1.487
H 1.449 -2.017 -1.392
O -1.307 -2.413 1.001
H -0.906 -1.552 0.775
H -2.244 -2.227 1.092
O -3.302 1.828 0.001
H -3.240 2.099 -0.919
H -2.440 1.408 0.170
O 0.431 1.690 2.980
H 0.413 1.242 2.119
H -0.418 1.474 3.373
```

Properties
E_HOMO   -7.3 eV
Charge   -1
Gap between HOMO and LUMO   10.18 eV
2S+1   1


<b>
ORCA calculation (ωB97M-V/def2-TZVPD) on 9 unconnected molecules or ions with the total composition BH20O8.

Geometry as XYZ:
```
29
Properties=species:S:1:pos:R:3
B 0.038 0.027 0.201
H -0.639 -0.881 0.006
H -0.039 0.390 1.293
H 1.119 -0.220 -0.106
H -0.410 0.891 -0.416
O -2.615 0.207 -1.384
H -1.715 0.320 -0.973
H -2.625 0.842 -2.106
O 1.860 2.408 -0.295
H 1.337 3.140 0.048
H 1.341 1.615 -0.063
O -2.593 -0.879 1.791
H -1.649 -0.896 1.566
H -3.042 -0.897 0.937
O 1.991 -1.406 2.022
H 1.552 -0.788 1.397
H 1.305 -2.042 2.242
O -1.444 2.516 1.348
H -0.985 1.674 1.125
H -1.958 2.723 0.562
O 1.121 -0.472 -2.645
H 1.039 0.430 -2.969
H 1.003 -0.392 -1.677
O 4.441 -0.290 0.511
H 3.981 -0.362 -0.332
H 3.763 -0.486 1.172
O -2.185 -2.754 -1.175
H -1.794 -2.455 -0.349
H -2.198 -1.963 -1.730
```

Properties
E_HOMO   -7.8 eV
Charge   -1
Gap between HOMO and LUMO   10.62 eV
2S+1   1


Of them, <b> has the lowest stability.